Record 1
C2H2BrCl2NO | ωB97M-V/def2-TZVPD

XYZ file:
```
9
Properties=species:S:1:pos:R:3:lowdin_charge:R:1
O 0.906 1.214 -1.717 0.1432
C 0.182 0.493 -1.186 -0.3769
N -0.708 -0.187 -0.770 0.0457
C -1.409 -0.928 0.154 -1.0898
Cl -0.819 -0.595 1.817 0.5420
Cl -1.307 -2.719 -0.145 0.5146
H -2.578 -0.874 0.074 0.1002
Br 2.347 1.332 1.195 0.2979
H 3.385 2.264 0.578 -0.1769
```

Its net charge is 0. The frontier orbital gap is 11.200 eV. For the LUMO energy, the calculation gives 0.31 eV. Its spin multiplicity is 1. The calculation puts the total energy at -3701.7853 a.u. As for the energy above the lowest of the compared OMol25 structures with the same formula, charge and spin: 19.2 kJ/mol.

***

Record 2
C53H37N7O5V | ωB97M-V/def2-TZVPD

XYZ file:
```
103
Properties=species:S:1:pos:R:3:lowdin_charge:R:1
V 0.076 -0.578 -0.004 1.0945
C -2.363 1.338 -6.688 -0.1262
C -2.648 1.789 -5.406 -0.0892
C -1.876 1.383 -4.329 -0.0194
C -0.790 0.516 -4.508 -0.1688
C -0.503 0.089 -5.805 -0.0490
C -1.283 0.490 -6.882 -0.1111
C -0.032 0.123 -3.300 -0.1065
C 0.415 1.168 -2.466 -0.2535
C 0.764 2.477 -2.951 -0.0064
C 1.400 3.114 -1.941 0.0003
C 1.395 2.234 -0.813 -0.2245
N 0.760 1.042 -1.166 0.0610
C 1.829 2.548 0.454 -0.0762
C 1.672 1.741 1.583 -0.2318
C 1.981 2.105 2.915 -0.0138
C 1.531 1.095 3.725 -0.0383
C 1.005 0.090 2.859 -0.2515
C 0.617 -1.244 3.207 -0.0735
C -0.106 -1.520 4.433 -0.1600
C -0.634 -2.795 4.727 -0.0401
C -1.369 -3.035 5.873 -0.1117
C -1.640 -2.018 6.781 -0.1359
C -1.182 -0.740 6.482 -0.1159
C -0.448 -0.493 5.337 -0.0530
C 1.102 -2.277 2.341 -0.2471
N 1.184 -2.135 1.007 0.0451
C 1.693 -3.310 0.500 -0.2277
C 1.575 -3.702 -0.839 -0.0747
C 1.974 -5.101 -1.188 -0.1942
C 3.039 -5.327 -2.056 -0.0376
C 3.405 -6.619 -2.413 -0.1007
C 2.707 -7.703 -1.901 -0.1211
C 1.642 -7.488 -1.036 -0.0952
C 1.277 -6.197 -0.684 -0.0310
C 1.049 -2.940 -1.868 -0.2383
C 0.711 -3.402 -3.179 -0.0195
C 0.167 -2.356 -3.851 -0.0146
C 0.228 -1.215 -2.972 -0.2403
N 0.697 -1.606 -1.755 0.0444
C 2.062 -4.161 1.585 -0.0354
C 1.678 -3.531 2.733 -0.0333
N 1.090 0.490 1.575 0.0520
C 2.495 3.877 0.646 -0.1894
C 1.787 4.933 1.219 -0.0153
C 2.405 6.164 1.394 -0.0878
C 3.725 6.357 1.005 -0.1244
C 4.430 5.309 0.434 -0.1086
C 3.814 4.076 0.257 -0.0363
H -2.977 1.647 -7.527 0.0839
H -3.486 2.452 -5.226 0.0945
H -2.107 1.716 -3.325 0.1133
H 0.364 -0.534 -5.980 0.1040
H -1.031 0.142 -7.878 0.0880
H 0.580 2.834 -3.951 0.1047
H 1.823 4.105 -1.948 0.1088
H 2.467 3.021 3.211 0.1024
H 1.633 1.016 4.796 0.0915
H -0.521 -3.590 4.008 0.1020
H -1.767 -4.031 6.035 0.0905
H -2.224 -2.206 7.674 0.0782
H -1.420 0.092 7.136 0.0897
H -0.168 0.530 5.114 0.0824
H 3.571 -4.471 -2.450 0.1194
H 4.236 -6.771 -3.091 0.0908
H 2.990 -8.711 -2.178 0.0864
H 1.086 -8.327 -0.637 0.0926
H 0.443 -6.013 -0.020 0.1255
H 0.856 -4.407 -3.541 0.1014
H -0.230 -2.357 -4.850 0.0859
H 2.545 -5.118 1.486 0.0962
H 1.816 -3.857 3.749 0.0968
H 0.751 4.771 1.478 0.0902
H 1.842 6.980 1.830 0.0927
H 4.199 7.322 1.145 0.0840
H 5.459 5.447 0.125 0.0874
H 4.358 3.252 -0.188 0.1171
O -0.943 3.753 1.040 -0.0162
C -1.598 2.844 0.516 -0.6517
O -2.175 2.848 -0.590 -0.0198
C -1.934 1.659 1.433 -0.1328
C -2.647 1.983 2.590 -0.0032
C -3.203 0.987 3.365 -0.0577
C -3.080 -0.326 2.947 -0.0103
C -2.307 -0.576 1.831 -0.1728
N -1.676 0.377 1.127 0.1182
C -2.197 -1.989 1.277 -0.6121
O -2.979 -2.843 1.677 0.0210
O -1.305 -2.131 0.382 -0.0978
H -2.741 3.031 2.835 0.1130
H -3.750 1.229 4.270 0.1005
H -3.538 -1.166 3.448 0.1158
C -5.362 0.658 -1.704 -0.1019
N -4.002 0.636 -1.244 0.0385
C -3.127 -0.379 -1.450 -0.5871
N -3.628 -1.655 -1.671 0.1798
O -1.929 -0.167 -1.386 -0.0082
H -5.582 1.616 -2.176 0.0760
H -6.091 0.506 -0.900 0.0702
H -5.520 -0.119 -2.456 0.0746
H -3.487 1.497 -0.994 0.1047
H -4.455 -1.882 -1.136 0.0934
H -2.880 -2.324 -1.520 0.0969
```

Its net charge is -2. The frontier orbital gap (alpha / beta) is 4.475 / 5.271 eV. For the LUMO energy (alpha / beta), the calculation gives 4.21 / 4.02 eV. Its spin multiplicity is 4. The calculation puts the total energy at -3745.6600 a.u. As for the energy above the lowest of the compared OMol25 structures with the same formula, charge and spin: 0.0 kJ/mol.

***

Record 3
CH10NaO12S | ωB97M-V/def2-TZVPD

XYZ file:
```
25
Properties=species:S:1:pos:R:3:lowdin_charge:R:1
Na 0.792 -0.135 -0.080 0.4180
C 1.888 -0.929 -2.797 -0.9813
O 0.619 -0.697 -2.827 -0.1821
O 2.549 -1.149 -3.886 -0.2515
O 2.502 -0.920 -1.653 -0.2195
S -1.783 1.780 1.116 0.2768
O -1.303 1.200 2.412 -0.4234
O -0.664 1.770 0.119 -0.4155
O -2.865 0.963 0.521 -0.4118
O -2.270 3.145 1.373 -0.4314
O 2.799 1.646 0.777 -0.0315
H 2.527 2.568 0.809 0.0395
H 2.630 1.308 1.661 0.0250
O -1.216 1.463 -2.542 -0.1399
H -1.212 1.726 -1.610 -0.0406
H -0.510 0.780 -2.597 -0.0176
O -1.607 -1.325 -0.101 -0.0731
H -2.378 -1.886 0.005 0.0394
H -2.000 -0.412 -0.129 0.0162
O 0.283 -3.371 0.147 -0.0711
H -0.392 -2.665 0.131 -0.0125
H 0.296 -3.669 1.060 0.0056
O 0.427 -0.697 2.443 -0.1032
H 1.077 -0.597 3.142 0.0071
H -0.187 0.103 2.506 -0.0213
```

Its net charge is -3. The frontier orbital gap is 2.238 eV. For the LUMO energy, the calculation gives 5.89 eV. Its spin multiplicity is 1. The calculation puts the total energy at -1507.4944 a.u.

***

Record 4
C3H10NO | ωB97M-V/def2-TZVPD

XYZ file:
```
15
Properties=species:S:1:pos:R:3:lowdin_charge:R:1
C 1.771 -0.996 -1.677 -0.3400
O 1.521 -0.226 -0.444 -0.4949
H 1.027 -0.810 -2.469 0.0213
H 2.799 -0.705 -2.057 0.0352
H 1.759 -2.088 -1.562 0.0159
C -1.122 0.578 2.062 -0.1313
C -1.267 -0.058 0.688 -0.4063
N -0.950 0.906 -0.448 -0.0760
H -1.910 1.407 2.023 0.0796
H -1.334 -0.248 2.743 0.0560
H -0.182 1.038 2.128 0.0396
H -0.613 -0.864 0.553 0.0425
H -2.326 -0.548 0.469 0.1133
H 0.183 0.757 -0.334 0.0593
H -1.216 0.391 -1.240 -0.0142
```

Its net charge is -1. The frontier orbital gap is 7.192 eV. For the LUMO energy, the calculation gives 4.55 eV. Its spin multiplicity is 1. The calculation puts the total energy at -250.2327 a.u. As for the energy above the lowest of the compared OMol25 structures with the same formula, charge and spin: 154.0 kJ/mol.

***

Number 1: strongest force on any atom 2.641 eV/A. Number 2: strongest force on any atom 0.769 eV/A. Number 3: strongest force on any atom 1.057 eV/A. Number 4: strongest force on any atom 4.148 eV/A.